This record from the Open Molecules 2025 dataset describes a cluster of 4 separate species, C23H55BNO2 in total. The level of theory is ωB97M-V/def2-TZVPD.

Output
F_max: 1.325 eV Å⁻¹
HOMO energy: -0.4423 Eh
net charge: +1
E_tot: -1139.27371 Ha
E_LUMO: -3.3 eV

XYZ file:
```
82
Properties=species:S:1:pos:R:3:forces:R:3:mulliken_charge:R:1
C 4.9473 5.0037 1.6825 -0.04 0.09 0.03 -1.045
C -1.5924 -5.1703 2.2560 -0.07 0.15 -0.08 -0.553
H 5.7024 9.6642 -1.1192 -0.01 0.02 -0.02 0.384
H -3.5472 -4.4420 1.7423 0.02 0.01 -0.01 0.033
C -3.5008 -2.9622 -3.0562 0.25 0.45 0.62 -0.935
O -2.1719 -3.2611 -0.8895 0.37 -0.68 -0.42 0.021
H 5.0137 2.3199 -1.0257 0.00 0.04 -0.03 0.370
C 4.0427 6.0336 1.0115 0.01 -0.11 0.02 -0.445
H -6.7539 -2.6015 -2.5241 -0.05 0.08 -0.43 0.446
C -5.7928 -2.4489 -2.0436 -1.19 0.21 0.53 -0.663
H 4.2220 8.7587 -0.8368 -0.01 0.00 -0.01 0.281
H 3.3018 6.6393 -0.9109 0.01 0.01 -0.01 0.329
H 0.3873 -0.5470 1.6316 0.01 -0.05 0.01 0.466
C -2.8497 -5.1082 5.1032 -0.08 -0.07 0.03 -0.401
H -3.8028 -3.9601 -2.7764 -0.15 -0.34 -0.16 0.365
H 4.4001 1.8351 -2.6064 -0.03 0.02 -0.01 0.341
H 4.6506 3.9887 1.4074 0.03 -0.01 -0.03 0.167
H -0.9100 -3.2969 3.1435 -0.01 -0.01 0.01 0.331
B -2.4337 -2.4570 -1.9518 0.02 -0.31 0.11 0.067
H -5.2383 -2.4667 -3.9536 0.19 -0.10 -0.06 0.410
H 1.7120 -1.2835 0.7359 0.00 -0.02 0.00 0.289
C 0.7700 -0.7443 0.6291 0.00 0.11 0.03 -0.872
H 4.8567 -0.1395 -1.1310 0.00 -0.01 0.02 0.391
C -0.8672 -3.8292 2.1926 0.14 -0.14 0.06 -1.028
H 0.6983 -0.2551 -2.1127 -0.01 -0.02 0.02 -0.192
O -1.7823 -1.2820 -2.0118 -0.05 0.54 -0.71 -0.235
C 2.8047 -0.2955 -1.7177 -0.02 -0.06 0.03 -0.907
H -2.9308 -6.9912 6.1712 -0.02 -0.02 0.00 0.383
H 4.8877 5.0856 2.7684 0.02 -0.03 0.01 0.381
C -3.4343 -4.3978 3.8843 0.01 0.07 -0.01 -0.750
H -3.1163 -4.5371 5.9954 0.02 0.02 0.00 0.380
H 3.3006 2.4906 -1.3860 0.00 0.01 -0.02 0.162
H -5.1299 -1.3687 -0.3752 -0.04 0.15 0.44 0.237
H -3.5490 -6.0294 2.4783 -0.01 0.01 0.02 0.382
C 4.1725 1.8522 -1.5386 0.03 -0.05 0.11 -0.996
H -3.0538 -7.1716 4.4266 -0.01 -0.01 0.00 0.279
H 5.0198 8.6774 -2.4112 -0.03 -0.01 0.00 0.292
C 5.3926 6.1836 -1.1802 0.04 -0.03 0.03 -0.549
H 7.0060 7.5795 -1.3492 0.02 0.00 0.03 0.378
H -6.1534 0.6647 -2.3088 -0.29 0.19 -0.07 0.365
C -5.3885 -0.0387 -2.0346 0.65 -0.85 0.43 -0.534
H -3.0861 -2.9924 -4.0563 0.03 0.11 -0.26 0.262
H 5.2654 6.0962 -2.2639 0.01 0.01 -0.01 0.403
H 6.0906 5.3908 -0.8959 -0.01 -0.01 0.00 0.284
C 5.1925 8.7246 -1.3341 0.06 -0.01 0.08 -1.208
C 0.9476 0.5595 -0.1421 -0.08 -0.09 -0.03 -0.507
C 4.0393 5.9366 -0.5126 -0.05 0.03 -0.04 -0.237
H 3.0439 -0.3742 -2.7831 0.02 0.01 0.00 0.433
H 1.6337 1.2173 0.3969 0.01 0.02 -0.02 0.326
H -4.4337 -6.5699 5.3526 -0.01 -0.01 -0.03 0.294
H -1.8055 -0.8853 -2.8966 0.08 0.15 0.51 0.247
H 3.7486 0.4809 0.0672 -0.01 -0.02 0.01 0.232
H -3.7091 -0.2532 -3.3327 0.43 -0.59 -0.09 0.099
H -0.0128 1.0826 -0.1713 0.01 0.04 0.01 0.391
H 4.3357 7.0385 1.3260 0.00 0.01 -0.02 0.270
H -1.1205 -5.8097 3.0054 -0.02 -0.02 0.00 0.411
C -5.8626 -1.2187 -1.1586 0.84 -0.05 -0.28 -0.609
C -3.3454 -6.5421 5.2687 0.08 0.06 0.02 -1.191
H -3.1027 -3.3556 3.8880 0.01 0.00 -0.02 0.313
H 3.6900 4.9397 -0.8015 -0.01 -0.01 0.01 -0.074
H 1.4367 1.3304 -2.0835 0.02 -0.01 -0.01 0.398
H 2.7598 -1.3227 -1.3445 -0.02 0.00 0.01 0.345
H -2.0093 -4.1723 -1.2002 -0.40 0.29 0.71 0.242
H -1.2918 -3.1878 1.4218 -0.05 0.04 0.02 0.102
H -4.5243 -4.3660 3.9819 0.00 -0.01 0.02 0.389
C 1.4301 0.3600 -1.5780 0.01 0.10 -0.04 -0.108
H -5.6120 -3.3753 -1.5182 0.58 -0.14 0.07 0.351
H 3.0197 5.8907 1.3698 -0.01 0.03 0.01 0.355
H 0.0566 -1.3970 0.1217 0.03 -0.05 -0.01 -0.035
H 0.1860 -3.9823 1.9513 0.02 0.07 0.01 0.431
C 3.9391 0.4405 -1.0086 0.04 0.05 -0.08 -0.498
H -5.1941 -0.4086 -4.1868 -0.24 -0.05 -0.15 0.417
H 5.9922 5.1390 1.4008 0.01 -0.02 -0.01 0.286
C -3.0883 -5.0391 2.5398 -0.02 -0.08 -0.01 -0.371
H 6.2166 7.6235 0.2085 0.01 -0.02 0.01 0.249
C -4.7030 -0.6662 -3.2579 -0.38 1.05 0.14 -0.350
H -6.8299 -1.0534 -0.7158 -0.31 -0.13 0.10 0.424
H -1.4675 -5.6866 1.2982 0.03 -0.04 0.02 0.334
H -4.6103 0.4366 -1.4533 -0.09 0.66 -0.01 0.278
C 6.0275 7.5369 -0.8648 -0.03 0.03 -0.09 -0.513
H -1.7576 -5.1019 5.0559 0.01 0.03 -0.01 0.226
N -4.7747 -2.1555 -3.1029 -0.28 -0.64 -1.07 0.085
```
Positions in Å, forces in eV/Å.